# 1
Formula: C60H73N4
Source: the Open Molecules 2025 dataset
Level of theory: ωB97M-V/def2-TZVPD

Calculated values
Charge ... +1
HOMO level ... -8.3 eV
Molar mass ... 850.27 g/mol
E_tot ... -2548.83117 Ha

Positions of all 137 atoms, in Å:
C  -3.053  -1.882  -3.850
C  -2.560  -2.771  -2.715
C  -3.544  -2.691  -1.547
C  -2.512  -4.202  -3.263
C  -1.149  -2.424  -2.205
C  -0.602  -3.217  -1.193
C  0.730  -3.059  -0.812
C  1.578  -2.269  -1.591
C  1.078  -1.529  -2.661
C  1.984  -1.009  -3.800
C  2.203  0.490  -3.687
C  1.366  -1.354  -5.156
C  3.352  -1.683  -3.747
C  -0.341  -1.368  -2.680
N  -0.898  -0.056  -2.760
C  -1.304  0.644  -1.637
C  -1.034  0.243  -0.318
C  -2.048  0.552  0.677
C  -3.382  0.745  0.233
C  -4.331  1.354  1.038
C  -3.974  1.734  2.340
C  -2.713  1.409  2.845
C  -1.776  0.755  2.044
N  -1.800  1.855  -2.096
C  -2.316  2.975  -1.358
C  -1.527  3.574  -0.350
C  0.027  3.686  -0.343
C  0.511  3.693  1.110
C  0.404  4.982  -1.075
C  0.819  2.621  -1.075
C  -2.204  4.312  0.637
C  -3.442  4.866  0.354
C  -3.993  4.628  -0.895
C  -3.582  3.545  -1.680
C  -4.607  3.212  -2.825
C  -6.043  3.413  -2.299
C  -4.614  1.799  -3.387
C  -4.377  4.224  -3.952
C  -1.547  1.933  -3.462
C  -1.041  0.761  -3.873
H  -2.347  -1.865  -4.691
H  -4.005  -2.292  -4.218
H  -3.256  -0.861  -3.513
H  -3.292  -3.418  -0.765
H  -3.520  -1.686  -1.105
H  -4.565  -2.893  -1.902
H  -2.195  -4.925  -2.507
H  -3.498  -4.506  -3.632
H  -1.810  -4.262  -4.103
H  -1.217  -3.976  -0.703
H  1.113  -3.592  0.056
H  2.638  -2.225  -1.341
H  2.485  0.750  -2.661
H  3.014  0.814  -4.357
H  1.303  1.052  -3.947
H  1.259  -2.442  -5.245
H  0.377  -0.907  -5.269
H  2.010  -0.979  -5.963
H  3.257  -2.773  -3.691
H  3.919  -1.446  -4.657
H  3.944  -1.338  -2.894
H  -0.322  -0.566  -0.149
H  -3.618  0.433  -0.785
H  -5.341  1.521  0.647
H  -4.704  2.249  2.960
H  -2.465  1.656  3.878
H  -0.815  0.425  2.439
H  0.104  2.816  1.633
H  1.607  3.642  1.166
H  0.199  4.601  1.637
H  0.060  4.926  -2.116
H  -0.045  5.866  -0.612
H  1.494  5.112  -1.090
H  0.606  2.579  -2.149
H  1.884  2.885  -0.952
H  0.684  1.628  -0.638
H  -1.759  4.520  1.612
H  -3.952  5.500  1.081
H  -4.809  5.271  -1.221
H  -6.286  4.456  -2.078
H  -6.767  3.083  -3.054
H  -6.216  2.815  -1.396
H  -3.769  1.589  -4.045
H  -4.686  1.048  -2.591
H  -5.520  1.698  -4.008
H  -3.365  4.135  -4.364
H  -5.093  4.058  -4.767
H  -4.502  5.251  -3.586
H  -1.831  2.803  -4.028
H  -0.871  0.420  -4.882
C  5.519  0.606  -1.611
N  4.633  -0.009  -0.634
C  3.339  0.324  -0.394
C  2.836  -0.397  0.722
C  1.535  -0.363  1.253
C  1.348  -0.966  2.575
C  1.432  -2.369  2.755
C  1.529  -2.960  4.006
C  1.491  -2.141  5.168
N  1.580  -2.702  6.413
C  1.330  -4.124  6.567
C  2.082  -4.917  5.512
C  1.725  -4.440  4.105
C  1.255  -1.902  7.576
C  1.895  -0.527  7.492
C  1.511  0.178  6.197
C  1.439  -0.730  5.015
C  1.297  -0.175  3.752
C  4.005  -1.159  1.226
C  4.335  -1.836  2.394
C  5.607  -2.418  2.526
C  6.593  -2.257  1.535
C  6.322  -1.470  0.409
C  5.044  -0.959  0.294
H  6.463  0.061  -1.604
H  5.072  0.555  -2.609
H  5.719  1.656  -1.358
H  2.877  1.157  -0.905
H  0.866  0.413  0.902
H  1.476  -2.999  1.868
H  1.652  -4.411  7.575
H  0.246  -4.325  6.478
H  3.161  -4.805  5.678
H  1.839  -5.977  5.612
H  0.805  -4.939  3.763
H  2.517  -4.758  3.413
H  0.157  -1.786  7.656
H  1.613  -2.440  8.462
H  1.571  0.077  8.342
H  2.984  -0.629  7.547
H  0.532  0.668  6.312
H  2.238  0.974  5.993
H  1.185  0.910  3.654
H  3.629  -1.881  3.221
H  5.829  -2.984  3.436
H  7.572  -2.719  1.646
H  7.060  -1.242  -0.357

Cartesian forces (eV/Å) of the 6 atoms listed first:
-0.269 0.196 -0.058
0.019 0.335 0.449
-0.275 0.142 0.105
0.264 -0.208 -0.085
-0.003 0.264 0.135
0.683 -0.538 -0.146

# 2
Formula: C12H24BCl12F4
Source: the Open Molecules 2025 dataset
Level of theory: ωB97M-V/def2-TZVPD

Calculated values
Charge ... -1
HOMO level ... -7.6 eV
Molar mass ... 680.56 g/mol
ΔE to the lowest compared entry with this formula, charge and spin ... 64.1 kcal/mol
E_tot ... -6418.53996 Ha

Positions of all 53 atoms, in Å:
B  -1.215  -0.762  -0.601
F  -0.392  -0.202  -1.586
F  -0.511  -0.820  0.536
F  -2.242  0.055  -0.420
F  -1.648  -1.969  -0.995
Cl  4.398  5.014  1.622
C  3.935  3.847  2.891
C  2.450  3.337  2.634
Cl  1.217  4.576  2.945
H  4.060  4.120  3.939
H  4.617  3.005  2.781
H  2.133  2.521  3.284
H  2.406  2.969  1.609
Cl  -0.490  -4.332  6.467
C  -0.929  -3.701  4.905
C  -2.232  -2.876  4.961
Cl  -3.553  -3.940  5.433
H  -1.013  -4.600  4.294
H  -0.037  -3.213  4.514
H  -2.454  -2.486  3.967
H  -2.180  -2.025  5.641
Cl  -6.927  2.188  -0.081
C  -6.564  3.337  1.196
C  -5.708  4.531  0.745
Cl  -6.613  5.707  -0.315
H  -6.013  2.751  1.932
H  -7.496  3.672  1.651
H  -4.789  4.287  0.212
H  -5.456  5.151  1.606
Cl  -0.809  -8.084  -5.547
C  0.234  -8.018  -4.033
C  -0.545  -7.513  -2.862
Cl  0.518  -7.076  -1.510
H  0.993  -7.264  -4.241
H  0.647  -9.016  -3.885
H  -1.258  -8.168  -2.361
H  -1.048  -6.568  -3.070
Cl  -0.821  5.079  -3.974
C  0.176  5.866  -2.797
C  1.100  6.930  -3.435
Cl  0.177  8.061  -4.607
H  0.746  5.129  -2.230
H  -0.444  6.262  -1.993
H  1.844  6.378  -4.010
H  1.712  7.545  -2.776
Cl  5.432  -3.469  -3.323
C  4.561  -3.036  -1.805
C  5.368  -1.971  -1.045
Cl  5.356  -0.524  -2.024
H  4.576  -3.973  -1.248
H  3.505  -2.816  -1.958
H  6.396  -2.286  -0.864
H  4.829  -1.613  -0.168

Cartesian forces (eV/Å) of the 6 atoms listed first:
1.185 0.707 -1.464
0.926 0.289 -1.092
1.894 -0.601 2.928
-3.225 2.341 0.515
-0.704 -2.760 -0.761
-0.040 0.092 0.684

# 3
Formula: C5H12O2
Source: the Open Molecules 2025 dataset
Level of theory: ωB97M-V/def2-TZVPD

Calculated values
HOMO level ... -8.7 eV
Molar mass ... 104.15 g/mol
ΔE to the lowest compared entry with this formula, charge and spin ... 27.3 kcal/mol
E_tot ... -348.16128 Ha
SMILES string ... CC/C=C(\C)O.O

Positions of all 19 atoms, in Å:
C  2.235  0.411  1.061
C  1.138  0.754  0.053
C  0.333  -0.440  -0.389
C  -0.882  -0.408  -0.943
C  -1.627  0.845  -1.307
O  -1.433  -1.601  -1.360
H  1.798  0.037  1.991
H  2.911  -0.356  0.665
H  2.839  1.295  1.291
H  0.480  1.510  0.499
H  1.585  1.218  -0.834
H  0.786  -1.422  -0.265
H  -1.410  1.081  -2.354
H  -2.713  0.744  -1.208
H  -1.320  1.700  -0.700
H  -2.395  -1.552  -1.300
O  -0.744  -0.920  2.114
H  -0.419  -1.817  1.969
H  -0.966  -0.634  1.213

Cartesian forces (eV/Å) of the 6 atoms listed first:
0.035 -0.053 0.016
-0.032 0.129 -0.103
-0.134 -0.025 -0.284
0.511 0.260 -0.090
-0.043 0.043 -0.019
-0.228 -0.039 0.028

# 4
Formula: C25H39BrCoF6N3O5P2
Source: the Open Molecules 2025 dataset
Level of theory: ωB97M-V/def2-TZVPD

Calculated values
HOMO level ... -9.9 eV
Molar mass ... 776.38 g/mol
ΔE to the lowest compared entry with this formula, charge and spin ... 2.2 kcal/mol
E_tot ... -6755.53473 Ha

Positions of all 82 atoms, in Å:
Co  -0.451  0.627  0.327
N  -0.644  -1.189  -0.226
N  -0.856  -1.975  0.924
C  -0.925  -1.287  2.149
O  -1.198  -1.875  3.164
O  -0.599  -0.021  2.046
H  -1.474  -1.162  -0.821
H  0.142  -1.560  -0.751
H  -1.422  -2.800  0.811
O  1.427  0.584  0.487
P  2.839  0.813  -0.037
C  3.841  -0.730  -0.008
C  4.848  -0.918  1.141
C  4.207  -1.416  2.436
C  3.467  -2.727  2.197
C  2.389  -2.505  1.145
C  3.002  -2.017  -0.166
C  2.803  1.331  -1.779
C  2.091  0.301  -2.703
C  3.063  -0.337  -3.689
C  3.659  0.729  -4.613
C  4.047  2.011  -3.846
C  4.171  1.751  -2.346
C  3.784  2.134  0.795
C  3.880  2.086  2.333
C  2.561  2.465  3.008
C  2.159  3.882  2.603
C  2.065  4.002  1.084
C  3.358  3.566  0.403
H  4.421  -0.609  -0.929
H  5.433  -0.011  1.297
H  5.560  -1.681  0.807
H  3.480  -0.689  2.812
H  4.975  -1.530  3.203
H  3.019  -3.089  3.123
H  4.173  -3.493  1.855
H  1.684  -1.763  1.520
H  1.824  -3.422  0.968
H  2.242  -1.886  -0.938
H  3.682  -2.788  -0.544
H  2.185  2.233  -1.746
H  1.296  0.808  -3.252
H  1.578  -0.460  -2.116
H  2.543  -1.090  -4.284
H  3.856  -0.866  -3.151
H  2.924  0.975  -5.382
H  4.527  0.321  -5.135
H  3.293  2.789  -4.002
H  4.985  2.414  -4.227
H  4.530  2.646  -1.838
H  4.924  0.975  -2.182
H  4.782  1.956  0.370
H  4.634  2.833  2.608
H  4.251  1.134  2.694
H  2.672  2.395  4.092
H  1.772  1.763  2.721
H  2.914  4.586  2.976
H  1.207  4.158  3.060
H  1.828  5.027  0.793
H  1.241  3.378  0.745
H  4.171  4.221  0.732
H  3.291  3.692  -0.680
F  -2.584  0.091  -2.015
P  -3.704  0.527  -0.923
F  -4.646  0.946  0.272
F  -3.407  2.058  -1.271
F  -2.371  0.641  0.253
F  -3.786  -1.019  -0.480
F  -4.874  0.400  -1.969
Br  0.651  5.751  -4.851
C  -0.316  5.345  -3.283
C  -1.224  6.259  -2.767
N  -1.931  6.029  -1.663
C  -1.742  4.877  -1.029
C  -0.851  3.912  -1.480
C  -0.129  4.139  -2.640
C  -0.658  2.651  -0.739
O  -0.731  2.583  0.522
O  -0.357  1.571  -1.348
H  -1.385  7.207  -3.266
H  -2.323  4.701  -0.131
H  0.547  3.391  -3.033

Cartesian forces (eV/Å) of the 6 atoms listed first:
-0.686 0.433 0.262
-0.032 -0.313 -0.111
0.169 -0.119 0.016
0.077 0.339 0.042
-0.027 -0.061 -0.038
-0.006 -0.074 -0.087

- Which formula does entry 4 have?
  C25H39BrCoF6N3O5P2

- Among the records above, which one has the lowest HOMO level?
  C25H39BrCoF6N3O5P2

Repeat the second record exactly.
Formula: C12H24BCl12F4
Source: the Open Molecules 2025 dataset
Level of theory: ωB97M-V/def2-TZVPD

Calculated values
Charge ... -1
HOMO level ... -7.6 eV
Molar mass ... 680.56 g/mol
ΔE to the lowest compared entry with this formula, charge and spin ... 64.1 kcal/mol
E_tot ... -6418.53996 Ha

Positions of all 53 atoms, in Å:
B  -1.215  -0.762  -0.601
F  -0.392  -0.202  -1.586
F  -0.511  -0.820  0.536
F  -2.242  0.055  -0.420
F  -1.648  -1.969  -0.995
Cl  4.398  5.014  1.622
C  3.935  3.847  2.891
C  2.450  3.337  2.634
Cl  1.217  4.576  2.945
H  4.060  4.120  3.939
H  4.617  3.005  2.781
H  2.133  2.521  3.284
H  2.406  2.969  1.609
Cl  -0.490  -4.332  6.467
C  -0.929  -3.701  4.905
C  -2.232  -2.876  4.961
Cl  -3.553  -3.940  5.433
H  -1.013  -4.600  4.294
H  -0.037  -3.213  4.514
H  -2.454  -2.486  3.967
H  -2.180  -2.025  5.641
Cl  -6.927  2.188  -0.081
C  -6.564  3.337  1.196
C  -5.708  4.531  0.745
Cl  -6.613  5.707  -0.315
H  -6.013  2.751  1.932
H  -7.496  3.672  1.651
H  -4.789  4.287  0.212
H  -5.456  5.151  1.606
Cl  -0.809  -8.084  -5.547
C  0.234  -8.018  -4.033
C  -0.545  -7.513  -2.862
Cl  0.518  -7.076  -1.510
H  0.993  -7.264  -4.241
H  0.647  -9.016  -3.885
H  -1.258  -8.168  -2.361
H  -1.048  -6.568  -3.070
Cl  -0.821  5.079  -3.974
C  0.176  5.866  -2.797
C  1.100  6.930  -3.435
Cl  0.177  8.061  -4.607
H  0.746  5.129  -2.230
H  -0.444  6.262  -1.993
H  1.844  6.378  -4.010
H  1.712  7.545  -2.776
Cl  5.432  -3.469  -3.323
C  4.561  -3.036  -1.805
C  5.368  -1.971  -1.045
Cl  5.356  -0.524  -2.024
H  4.576  -3.973  -1.248
H  3.505  -2.816  -1.958
H  6.396  -2.286  -0.864
H  4.829  -1.613  -0.168

Cartesian forces (eV/Å) of the 6 atoms listed first:
1.185 0.707 -1.464
0.926 0.289 -1.092
1.894 -0.601 2.928
-3.225 2.341 0.515
-0.704 -2.760 -0.761
-0.040 0.092 0.684

- Which of these has the lowest molar mass?
  C5H12O2